Entry 1:
{"formula": "C34H56F3N11O24SSi2", "method": "ωB97M-V/def2-TZVPD", "homo_lumo_gap_ev": 6.19, "e_tot_ev": -136386.065, "smiles": "C[Si](C)(C)C1=C(S)C(=O)c2c(F)cc(ON=O)c(C(F)(F)CC[Si](C)(C)c3ccccc3)c2C1=O.C[N+](=O)[O-].C[N+](=O)[O-].C[N+](=O)[O-].C[N+](=O)[O-].C[N+](=O)[O-].C[N+](=O)[O-].C[N+](=O)[O-].C[N+](=O)[O-].C[N+](=O)[O-].C[N+](=O)[O-]", "lumo_ev": -2.446, "relative_energy_ev": 21.0897, "symbols": ["C", "Si", "C", "C", "C", "C", "S", "C", "O", "C", "C", "F", "C", "C", "O", "N", "O", "C", "C", "F", "F", "C", "C", "Si", "C", "C", "C", "C", "C", "C", "C", "C", "C", "C", "O", "H", "H", "H", "H", "H", "H", "H", "H", "H", "H", "H", "H", "H", "H", "H", "H", "H", "H", "H", "H", "H", "H", "H", "H", "H", "H", "C", "N", "O", "O", "H", "H", "H", "C", "N", "O", "O", "H", "H", "H", "C", "N", "O", "O", "H", "H", "H", "C", "N", "O", "O", "H", "H", "H", "C", "N", "O", "O", "H", "H", "H", "C", "N", "O", "O", "H", "H", "H", "C", "N", "O", "O", "H", "H", "H", "C", "N", "O", "O", "H", "H", "H", "C", "N", "O", "O", "H", "H", "H", "C", "N", "O", "O", "H", "H", "H"], "xyz": [[-2.9882, 4.3759, 2.9173], [-3.1440, 2.9540, 4.2639], [-3.9125, 3.6266, 5.9229], [-4.5059, 1.7431, 3.5325], [-1.4314, 2.0404, 4.5457], [-0.3493, 2.7280, 5.3589], [-0.5168, 4.4472, 6.1073], [1.1258, 1.9798, 5.6087], [1.8200, 2.1360, 6.7407], [1.6055, 0.9953, 4.3444], [3.2323, 0.8290, 4.0571], [4.3044, 1.4694, 4.8738], [3.6226, -0.1486, 2.7851], [2.4445, -0.9012, 1.8660], [2.9551, -1.7620, 0.7924], [2.8214, -3.0732, 1.0807], [2.8241, -3.2717, 2.2864], [0.8271, -0.7345, 2.1171], [-0.3861, -1.3996, 1.2718], [-0.9857, -2.4763, 2.1465], [-1.5319, -0.4593, 0.9720], [-0.0339, -2.1090, -0.1485], [-1.3007, -2.2123, -1.2098], [-1.1075, -0.9091, -2.6156], [0.0881, -1.6977, -3.9515], [-2.7505, -0.5097, -3.5632], [-0.3535, 0.7766, -2.0686], [1.1972, 1.0338, -1.5837], [1.8291, 2.4814, -1.1257], [0.8658, 3.8072, -1.1819], [-0.7029, 3.5973, -1.6814], [-1.3412, 2.1216, -2.1150], [0.4326, 0.2327, 3.4258], [-1.1119, 0.5167, 3.9338], [-2.1115, -0.3681, 3.9389], [-3.9079, 5.1012, 3.1103], [-3.2206, 3.8457, 1.8800], [-1.9483, 4.9145, 2.9476], [-3.3948, 4.5947, 6.3281], [-3.9361, 2.7274, 6.6715], [-5.0277, 3.9413, 5.6440], [-5.5738, 2.2204, 3.5071], [-4.1678, 1.2547, 2.5105], [-4.5376, 0.8389, 4.3109], [-0.8655, 5.2914, 5.0373], [4.7845, -0.3093, 2.5824], [0.8491, -1.6067, -0.7522], [0.3084, -3.2126, 0.0746], [-2.3557, -2.2258, -0.6874], [-1.1892, -3.2814, -1.7292], [-0.1953, -2.8489, -4.0773], [-0.0339, -1.2001, -5.0154], [1.2226, -1.6857, -3.5925], [-2.5855, 0.0455, -4.5929], [-3.3739, -1.4906, -3.7727], [-3.4055, 0.1803, -2.8771], [1.9352, 0.1050, -1.5578], [2.9530, 2.5710, -0.7619], [1.3389, 4.8331, -0.8723], [-1.3542, 4.5897, -1.7251], [-2.4590, 2.1028, -2.4687], [-0.2127, -0.5677, 8.0226], [-1.1697, -0.3999, 9.1494], [-2.3755, -0.4382, 8.8784], [-0.6833, -0.2344, 10.2741], [-0.7766, -0.7036, 7.0973], [0.3989, 0.3355, 7.9724], [0.3963, -1.4485, 8.2359], [-2.5077, -1.1275, -7.7238], [-2.8829, -2.1404, -6.7007], [-2.0851, -2.3331, -5.7759], [-3.9678, -2.7133, -6.8548], [-1.5345, -0.7059, -7.4634], [-2.4620, -1.6356, -8.6892], [-3.2773, -0.3530, -7.7186], [6.1132, -4.1855, 2.6519], [7.0104, -5.3435, 2.3922], [6.4899, -6.3753, 1.9523], [8.2119, -5.1840, 2.6373], [5.0900, -4.4661, 2.3929], [6.1892, -3.9413, 3.7134], [6.4554, -3.3571, 2.0282], [-4.2183, -2.7340, 8.2268], [-4.8568, -4.0448, 8.5229], [-4.3953, -5.0407, 7.9535], [-5.8031, -4.0370, 9.3188], [-3.4045, -2.8900, 7.5153], [-4.9842, -2.0833, 7.8001], [-3.8360, -2.3336, 9.1680], [10.5854, -3.6497, 4.3299], [10.8072, -2.4698, 5.2087], [11.7543, -1.7258, 4.9290], [10.0241, -2.3240, 6.1545], [11.3437, -3.6524, 3.5440], [10.6704, -4.5437, 4.9509], [9.5856, -3.5576, 3.9007], [13.7451, -3.9209, 0.2409], [12.7881, -3.7531, 1.3677], [11.5823, -3.7915, 1.0966], [13.2745, -3.5877, 2.4924], [13.1811, -4.0569, -0.6845], [14.3566, -3.0178, 0.1906], [14.3541, -4.8018, 0.4541], [-5.5893, 2.8267, -5.3662], [-4.6921, 1.6687, -5.6259], [-5.2126, 0.6369, -6.0658], [-3.4906, 1.8282, -5.3808], [-6.6125, 2.5461, -5.6251], [-5.5134, 3.0709, -4.3047], [-5.2472, 3.6551, -5.9899], [-5.4160, 1.0809, -9.8130], [-5.1942, 2.2608, -8.9342], [-4.2471, 3.0048, -9.2139], [-5.9773, 2.4067, -7.9884], [-4.6577, 1.0782, -10.5990], [-5.3310, 0.1869, -9.1920], [-6.4157, 1.1730, -10.2422], [-4.1879, 6.3570, -0.8560], [-4.5311, 4.9255, -1.0718], [-4.6864, 4.2229, -0.0662], [-4.6350, 4.5477, -2.2446], [-4.1296, 6.5485, 0.2177], [-3.2231, 6.5401, -1.3333], [-4.9773, 6.9576, -1.3124], [-1.9091, -0.2660, -12.7691], [-2.8660, -0.0981, -11.6424], [-4.0718, -0.1365, -11.9134], [-2.3796, 0.0673, -10.5176], [-2.4730, -0.4019, -13.6945], [-1.2975, 0.6372, -12.8194], [-1.3001, -1.1468, -12.5559]], "forces_ev_per_angstrom": [[-0.48, -0.15, -0.39], [-1.57, 0.27, -0.67], [-0.70, 0.40, 0.01], [0.32, -1.60, 0.67], [4.46, 0.57, 2.07], [-1.65, -2.39, -2.79], [0.24, -1.08, -1.04], [1.71, 0.35, 3.65], [-4.21, -1.01, -7.30], [0.90, -0.93, -1.17], [-2.19, -2.06, -2.24], [-3.94, -2.25, -2.94], [-2.89, 0.84, 1.45], [-0.68, 2.77, 3.08], [-1.57, 2.77, 1.17], [0.70, -1.56, 4.03], [-0.41, -0.12, -3.44], [2.36, 2.46, 3.00], [-1.55, -1.13, -0.57], [1.54, 3.00, -2.19], [3.45, -2.12, 1.47], [0.15, -0.82, -0.50], [-0.06, -1.41, 0.92], [-0.04, -0.08, -1.70], [0.90, -1.12, -0.30], [-1.21, 0.11, -0.06], [1.58, 5.48, 1.60], [-1.59, 2.50, 0.11], [-4.23, -0.15, -1.30], [-1.21, -4.67, -1.13], [2.26, -2.34, 0.24], [4.52, 1.17, 1.40], [3.26, -0.24, -0.49], [-3.82, -2.28, 0.64], [6.57, 5.27, -0.23], [2.10, -1.26, -0.36], [0.85, 1.30, 2.08], [-2.14, -0.82, -0.34], [-0.93, -2.14, -0.51], [0.01, 1.97, -1.07], [2.28, -0.83, 0.63], [2.12, -0.80, -0.18], [-0.91, 1.15, 1.99], [-0.13, 1.80, -1.70], [0.31, -1.41, 0.65], [-2.96, 0.25, 0.25], [-1.71, -0.75, 1.76], [-0.60, 2.28, -0.11], [2.23, 0.16, -0.88], [-0.27, 2.30, 1.06], [0.56, 2.46, 0.20], [0.43, -0.92, 2.35], [-2.28, 0.10, -0.89], [-0.20, -1.22, 2.36], [1.28, 1.96, 0.46], [1.00, -1.26, -1.34], [-1.71, 2.17, -0.10], [-2.68, -0.29, -0.92], [-1.31, -2.13, -0.73], [1.39, -2.49, 0.02], [2.52, -0.05, 0.77], [0.03, -0.02, -0.33], [-0.43, 0.16, 0.97], [1.46, 0.13, 0.58], [-0.98, -0.27, -1.73], [0.01, 0.03, 0.27], [0.01, -0.20, 0.14], [-0.03, 0.25, 0.05], [0.21, 0.15, -0.05], [-0.33, -0.69, 0.70], [-1.33, -0.08, -1.42], [1.62, 0.74, 0.37], [-0.26, -0.16, 0.02], [-0.15, 0.11, 0.23], [0.07, -0.23, -0.01], [-0.36, 0.07, -0.02], [0.49, -1.05, -0.30], [1.01, 1.48, 0.67], [-1.63, -0.36, -0.38], [0.34, -0.06, 0.07], [0.10, 0.02, -0.21], [0.07, -0.13, 0.19], [0.24, 0.08, -0.10], [-0.44, -0.97, 0.12], [-0.80, 1.21, 0.92], [1.34, -0.19, -1.16], [-0.26, -0.07, 0.19], [0.11, -0.09, 0.22], [-0.24, -0.02, -0.20], [0.14, -0.09, -0.32], [0.31, 0.74, 0.47], [-1.43, -0.84, 0.64], [1.13, 0.03, -1.18], [-0.28, 0.11, 0.40], [-0.19, 0.19, -0.04], [0.16, -0.11, 0.22], [0.02, -0.04, -0.35], [-0.64, 0.12, 0.67], [1.61, 0.10, 0.61], [-0.79, -0.27, -1.64], [0.04, 0.05, 0.33], [-0.04, -0.22, 0.13], [-0.04, 0.25, 0.06], [-0.34, 0.18, 0.32], [0.26, -0.64, -0.12], [1.21, 1.10, 0.68], [-1.60, -0.23, -0.67], [0.39, -0.02, 0.02], [0.17, -0.02, -0.14], [0.00, -0.22, 0.24], [0.22, 0.24, -0.18], [0.08, 0.65, 0.34], [-1.37, -0.85, 0.70], [1.11, 0.20, -1.63], [-0.60, 0.29, 0.75], [-0.14, 0.15, -0.05], [0.10, -0.06, 0.22], [0.05, 0.22, 0.26], [-0.27, -1.14, 0.10], [0.14, 0.85, -1.70], [0.13, 0.36, 1.64], [-0.03, -0.19, -0.26], [-0.25, -0.02, -0.04], [0.21, -0.14, -0.05], [0.02, -0.01, -0.38], [-0.39, 0.03, 0.55], [1.85, -0.37, 0.12], [-0.95, -0.25, -1.56], [0.04, 0.05, 0.33], [-0.04, -0.21, 0.13], [-0.04, 0.25, 0.06]], "mulliken_charge": [-0.553, -0.247, -0.768, -0.750, 0.568, 0.088, -0.176, -0.011, -0.534, 0.075, 0.130, -0.276, -0.619, -0.027, -0.121, 0.227, -0.302, 0.779, 1.072, -0.298, -0.296, -0.805, -0.381, -0.146, -0.822, -0.757, 0.826, -0.109, -0.480, -0.502, -0.304, -0.102, -0.393, 0.547, -0.600, 0.227, 0.061, 0.276, 0.272, 0.228, 0.263, 0.332, 0.201, 0.182, 0.176, 0.330, 0.005, 0.479, 0.401, 0.342, 0.259, 0.138, 0.277, 0.034, 0.402, 0.304, 0.147, 0.292, 0.286, 0.124, 0.011, -0.529, 0.910, -0.537, -0.529, 0.152, 0.198, 0.334, -0.610, 0.929, -0.457, -0.561, 0.232, 0.386, 0.060, -0.835, 0.886, -0.511, -0.528, 0.393, 0.293, 0.285, -0.668, 0.846, -0.512, -0.517, 0.295, 0.284, 0.276, -0.040, 0.881, -0.512, -0.555, -0.150, 0.284, 0.142, -0.729, 0.811, -0.489, -0.508, 0.318, 0.287, 0.279, -0.951, 1.001, -0.486, -0.569, 0.313, 0.348, 0.348, -0.617, 0.983, -0.551, -0.524, 0.214, 0.268, 0.291, -0.722, 0.808, -0.485, -0.447, 0.245, 0.299, 0.309, -0.760, 0.813, -0.547, -0.446, 0.316, 0.294, 0.292]}

Entry 2:
{"formula": "C6H13NO", "method": "ωB97M-V/def2-TZVPD", "homo_lumo_gap_ev": 9.94, "e_tot_ev": -9968.471, "smiles": "CCCN(C)CC=O", "lumo_ev": 0.965, "relative_energy_ev": 2.7033, "symbols": ["C", "C", "C", "N", "C", "C", "C", "O", "H", "H", "H", "H", "H", "H", "H", "H", "H", "H", "H", "H", "H"], "xyz": [[0.1592, -0.7178, -2.1377], [1.4276, -1.2613, -2.8457], [0.2985, -1.0255, -0.6038], [0.2586, 0.2282, 0.1795], [1.6184, 0.7118, 0.5293], [-0.5993, 0.0278, 1.3829], [-1.3998, 1.2835, 1.6937], [-2.4107, 1.1750, 2.3367], [-0.5730, -1.4449, -2.5323], [-0.0216, 0.3564, -2.1018], [1.2317, -1.0254, -3.9017], [2.3245, -0.8292, -2.4197], [1.4728, -2.3532, -2.7672], [-0.6056, -1.6317, -0.2802], [1.1910, -1.6513, -0.3267], [1.5315, 1.7034, 1.0148], [2.0718, -0.0527, 1.1821], [2.2073, 0.9339, -0.3715], [-0.1858, -0.2245, 2.3744], [-1.3582, -0.7183, 1.1079], [-0.7898, 2.1340, 1.3323]], "forces_ev_per_angstrom": [[1.53, -2.56, 1.79], [-1.17, 0.88, -0.56], [-1.13, -0.52, 0.29], [0.09, -0.66, 1.21], [-1.02, 0.28, -0.10], [-0.80, 0.57, -0.96], [1.09, -1.87, 0.29], [0.05, 1.32, -0.38], [-0.63, 1.33, 0.12], [-0.25, -0.21, -1.10], [0.95, -0.05, 0.06], [0.35, 0.13, -0.36], [-0.03, 0.23, 0.17], [1.17, 0.60, -0.47], [-0.49, 0.50, -0.42], [0.06, -0.65, 0.19], [0.45, 0.50, -0.13], [-0.12, -0.54, 0.16], [0.66, -0.37, -0.45], [0.33, 0.11, 0.44], [-1.08, 0.98, 0.20]], "nbo_charge": [-0.425, -0.605, -0.214, -0.460, -0.421, -0.343, 0.452, -0.519, 0.208, 0.232, 0.209, 0.198, 0.203, 0.192, 0.173, 0.199, 0.178, 0.207, 0.204, 0.222, 0.109]}